[1]
C31H36N2O11 | ωB97M-V/def2-TZVPD

Results
- LUMO level (eV) = 0.267
- strongest force on any atom (eV Å⁻¹) = 1.01
- SMILES = CO[C@@H]1[C@@H](OC(N)=O)[C@@H](O)[C@H](Oc2ccc3c(O)c(NC(=O)c4ccc(O)c(CC=C(C)C)c4)c(=O)oc3c2C)OC1(C)C
- energy (Ha) = -2140.12913
- orbital gap (eV) = 8.2

```
! wB97M-V def2-TZVPD RIJCOSX def2/J DEFGRID3
* xyz 0 1
C -8.74615 -0.12639 2.35719
O -7.42197 0.29421 2.12492
C -7.12591 0.67018 0.80106
C -6.79699 -0.52255 -0.11049
O -7.97538 -1.30389 -0.28681
C -7.77857 -2.57059 -0.72142
N -8.96599 -3.20568 -0.86016
O -6.70205 -3.07112 -0.91278
C -6.30257 -0.02941 -1.48445
O -7.28763 0.67351 -2.19060
C -5.07807 0.87019 -1.26301
O -4.04136 0.06033 -0.79482
C -2.76008 0.54527 -0.77220
C -2.43441 1.88581 -0.98263
C -1.12102 2.28962 -0.94342
C -0.10030 1.37060 -0.68939
C 1.29033 1.76869 -0.64858
O 1.54838 3.04708 -0.86548
C 2.21802 0.78917 -0.39234
N 3.61693 0.89999 -0.30537
C 4.46352 1.94039 -0.41600
O 4.10379 3.09273 -0.67382
C 5.89276 1.60606 -0.23165
C 6.83574 2.45612 -0.80365
C 8.18197 2.18985 -0.67244
C 8.61491 1.07662 0.03964
O 9.93848 0.79876 0.17583
C 7.68163 0.22819 0.64885
C 8.13149 -0.99152 1.40664
C 7.98671 -2.20343 0.52654
C 8.97197 -2.92172 0.00396
C 10.42943 -2.63503 0.23035
C 8.68945 -4.12229 -0.84994
C 6.33471 0.50560 0.50115
C 1.81726 -0.58995 -0.16417
O 2.62851 -1.46888 0.06636
O 0.50763 -0.90601 -0.20553
C -0.44121 0.03028 -0.46506
C -1.76794 -0.40090 -0.50471
C -2.11385 -1.83499 -0.25634
O -5.41842 1.94529 -0.43554
C -5.92733 1.65458 0.87447
C -6.42300 3.00291 1.40222
C -4.83957 1.11400 1.80536
H -9.46401 0.63053 2.01922
H -8.83130 -0.25198 3.43533
H -8.96842 -1.07355 1.86010
H -7.99649 1.18730 0.36366
H -6.01780 -1.14957 0.33722
H -9.81778 -2.67525 -0.82212
H -8.97024 -4.11331 -1.29012
H -6.03163 -0.89456 -2.09564
H -7.35576 1.56072 -1.81327
H -4.79996 1.34267 -2.21996
H -3.21352 2.61015 -1.15491
H -0.85390 3.32138 -1.10343
H 2.54841 3.21444 -0.82026
H 4.00523 -0.02700 -0.13037
H 6.49470 3.31930 -1.35366
H 8.91118 2.84836 -1.12625
H 10.45970 1.47342 -0.27638
H 7.49783 -1.12011 2.28792
H 9.16186 -0.86513 1.72991
H 6.96190 -2.47293 0.30591
H 11.02834 -3.08383 -0.55864
H 10.62394 -1.56647 0.24866
H 10.75459 -3.05890 1.18103
H 9.08582 -3.97151 -1.85419
H 9.17619 -5.00250 -0.43050
H 7.62229 -4.31414 -0.92328
H 5.63131 -0.14534 1.00071
H -1.29876 -2.47793 -0.57576
H -2.27594 -1.99971 0.80839
H -3.02735 -2.09769 -0.78228
H -5.58075 3.67512 1.53517
H -7.11575 3.45334 0.69559
H -6.92177 2.85438 2.35455
H -4.53215 0.11324 1.52166
H -5.22922 1.08301 2.81746
H -3.97466 1.77236 1.76673
*
```



[2]
CH12O4 | ωB97M-V/def2-TZVPD

Results
- ΔE to the lowest compared entry with this formula, charge and spin (eV) = 0.094
- LUMO level (spin up / spin down) (eV) = 3.576 / 3.384
- strongest force on any atom (eV Å⁻¹) = 1.18
- energy (Ha) = -346.21762
- orbital gap (spin up / spin down) (eV) = 2.7 / 10.5

```
! wB97M-V def2-TZVPD RIJCOSX def2/J DEFGRID3
* xyz -1 2
C -2.88230 -2.06487 1.05453
H -3.46445 -2.83692 0.54579
H -1.82642 -2.33461 0.99668
H -3.20207 -2.06273 2.09112
H -2.95416 -1.14665 0.47778
H 3.19151 0.41730 -1.43715
H 1.75666 -0.02531 -1.36191
O 2.61109 -0.17426 -0.91045
H 0.63494 1.68548 0.66965
H -0.74449 2.13107 0.25323
O 0.19293 2.34436 0.11839
H 0.49750 1.78603 -1.92711
H 1.32307 0.95621 -3.03407
O 0.51309 0.99665 -2.49578
H 1.64448 -0.30631 1.03057
H 1.66412 0.50031 2.29461
O 1.04451 0.13427 1.63412
*
```



[3]
C37H33GeN4OPt | ωB97M-V/def2-TZVPD

Results
- ΔE to the lowest compared entry with this formula, charge and spin (eV) = 2.372
- LUMO level (spin up / spin down) (eV) = -0.747 / -0.743
- strongest force on any atom (eV Å⁻¹) = 1.03
- energy (Ha) = -3920.11717
- orbital gap (spin up / spin down) (eV) = 5.2 / 6.3

```
! wB97M-V def2-TZVPD RIJCOSX def2/J DEFGRID3
* xyz 0 2
Pt 0.89834 0.50902 -0.34564
C 2.77334 0.78802 -1.01179
C 3.99694 0.76536 -0.96413
C 5.43591 0.78748 -0.97257
C 6.15895 -0.11836 -1.75463
C 7.54585 -0.10651 -1.75048
C 8.23952 0.80749 -0.96798
C 7.53301 1.71632 -0.19129
C 6.14600 1.70590 -0.19152
H 5.61637 -0.83128 -2.36139
H 8.09075 -0.81339 -2.36399
H 9.32234 0.80432 -0.95428
H 8.06732 2.43547 0.41781
H 5.59538 2.40562 0.42546
C 1.21613 6.23961 0.46087
N 0.54699 5.02087 0.03494
C -0.88748 4.84982 0.16718
C -0.98997 3.36360 0.01687
O -2.15260 2.82783 -0.07157
N 0.15423 2.77831 -0.06777
C 1.09788 3.79805 -0.01409
N 2.37401 3.55668 0.05082
H 0.70299 7.09672 0.03180
H 2.24166 6.25525 0.10406
H 1.21980 6.33089 1.54819
H -1.44814 5.36762 -0.61000
H -1.25509 5.18718 1.13792
H 2.69097 2.56488 -0.16109
H 3.02184 4.29308 -0.18452
C 2.11836 -2.82997 -1.09909
Ge 0.65960 -1.88818 -0.15682
C -0.96703 -2.61991 -1.03231
C -1.75454 -1.82796 -1.86934
C -2.86430 -2.34750 -2.53153
C -3.20140 -3.68380 -2.36693
C -2.42572 -4.49146 -1.54228
C -1.32350 -3.96196 -0.88198
C 0.66354 -2.72383 1.64899
C 1.70517 -3.53768 2.01688
C 1.78367 -4.11894 3.30768
C 0.82615 -3.85952 4.24165
C -0.27200 -3.02241 3.92045
C -1.28826 -2.73416 4.86912
C -2.35993 -1.95492 4.54000
C -2.46957 -1.42482 3.23358
C -1.49519 -1.67668 2.30989
C -0.36092 -2.47227 2.61621
H 1.96327 -3.91391 -1.07761
H 3.08797 -2.59346 -0.65585
H 2.13127 -2.49783 -2.13833
H -1.47096 -0.78949 -2.02203
H -3.46275 -1.71152 -3.17572
H -4.05861 -4.09786 -2.88440
H -2.68168 -5.53729 -1.41698
H -0.73718 -4.60083 -0.22739
H 2.49962 -3.74576 1.30965
H 2.61451 -4.77261 3.54725
H 0.88888 -4.28537 5.23758
H -1.19736 -3.14858 5.86821
H -3.12959 -1.74422 5.27332
H -3.33307 -0.82412 2.96786
H -1.57238 -1.28579 1.30284
C -2.28684 1.46552 -0.62225
C -3.70163 1.29896 -1.10679
C -4.31852 0.05768 -1.00905
C -5.62252 -0.11080 -1.44494
C -6.32257 0.96814 -1.97658
C -5.70233 2.20779 -2.10143
C -4.39717 2.36571 -1.67085
C -7.69847 0.80369 -2.38584
N -8.79455 0.67123 -2.70514
H -2.02253 0.74356 0.14683
H -1.56173 1.36684 -1.42913
H -3.77512 -0.79249 -0.61597
H -6.10511 -1.07604 -1.36518
H -6.24468 3.03824 -2.53318
H -3.91555 3.33075 -1.77030
*
```



[4]
C3H5NO | ωB97M-V/def2-TZVPD

Results
- ΔE to the lowest compared entry with this formula, charge and spin (eV) = 4.931
- LUMO level (spin up / spin down) (eV) = 0.690 / -0.107
- strongest force on any atom (eV Å⁻¹) = 3.75
- energy (Ha) = -247.12604
- orbital gap (spin up / spin down) (eV) = 8.5 / 6.6

```
! wB97M-V def2-TZVPD RIJCOSX def2/J DEFGRID3
* xyz 0 1
O -1.86557 0.68328 0.66389
C -0.80671 0.30835 0.02797
C -0.95704 -0.95186 0.66148
C 1.48636 0.30223 -0.56267
N 0.26430 0.89696 -0.48889
H -0.83487 -1.01539 1.73881
H -1.36066 -1.81848 0.14110
H 1.68128 -0.51086 0.12153
H 2.09197 0.48131 -1.44090
H 0.13653 1.82011 -0.88957
*
```



[5]
C6H12O | ωB97M-V/def2-TZVPD

Results
- ΔE to the lowest compared entry with this formula, charge and spin (eV) = 1.428
- LUMO level (eV) = 1.166
- strongest force on any atom (eV Å⁻¹) = 0.31
- SMILES = CCO[C@H]1C[C@H]1C
- energy (Ha) = -311.00678
- orbital gap (eV) = 10.5

```
! wB97M-V def2-TZVPD RIJCOSX def2/J DEFGRID3
* xyz 0 1
C 2.60026 0.81292 0.06728
C 1.56742 -0.25209 -0.23472
O 0.57980 -0.22417 0.77661
C -0.49218 -1.05594 0.47526
C -1.78226 -0.74072 1.14244
C -1.62871 -0.48744 -0.34248
C -1.56468 0.94529 -0.82660
H 3.04756 0.64742 1.05136
H 2.14279 1.80707 0.06173
H 3.39236 0.78868 -0.68685
H 2.03395 -1.25002 -0.26555
H 1.10209 -0.07652 -1.21674
H -0.23151 -2.11202 0.36158
H -1.78422 0.14425 1.77255
H -2.37852 -1.57448 1.50297
H -2.14832 -1.14946 -1.03384
H -1.26375 0.99461 -1.88028
H -2.54436 1.42722 -0.73242
H -0.84444 1.52543 -0.24150
*
```



[6]
C12H24O24S6 | ωB97M-V/def2-TZVPD

Results
- ΔE to the lowest compared entry with this formula, charge and spin (eV) = 0.871
- LUMO level (eV) = 0.274
- strongest force on any atom (eV Å⁻¹) = 4.86
- energy (Ha) = -4666.36206
- orbital gap (eV) = 11.4

```
! wB97M-V def2-TZVPD RIJCOSX def2/J DEFGRID3
* xyz 0 1
C 0.50559 -3.06830 -4.81247
C 0.39031 -2.68445 -3.29947
O -0.98287 -2.92765 -2.90484
S -1.86773 -2.56649 -4.17873
O -1.93830 -1.19178 -4.26685
O -3.12205 -3.28598 -4.22215
O -0.82442 -3.23455 -5.18178
H 1.01056 -3.98828 -5.02913
H 0.93705 -2.27802 -5.36211
H 0.63284 -1.63060 -3.04557
H 1.00507 -3.17824 -2.59124
C 1.35286 -2.90071 4.43939
C 2.00014 -2.91221 5.82217
O 2.21167 -1.59168 6.21761
S 1.02464 -0.71776 5.63748
O 1.63745 0.51682 5.18701
O -0.09774 -0.67135 6.49955
O 0.69629 -1.63703 4.38827
H 0.65593 -3.72962 4.12889
H 2.19187 -2.91118 3.69594
H 2.98305 -3.31661 5.87387
H 1.40482 -3.40553 6.54108
C -1.52256 5.58560 -0.32195
C -1.63859 4.43534 0.62304
O -0.62780 3.47704 0.12782
S 0.14270 4.03720 -1.14958
O 0.23660 2.96574 -2.11185
O 1.31086 4.76159 -0.86929
O -0.94742 5.08547 -1.51183
H -0.85776 6.38349 0.08955
H -2.47066 6.00129 -0.68412
H -2.60029 4.00345 0.43674
H -1.51926 4.64059 1.69489
C -2.30637 1.78805 -3.39210
C -3.49402 1.82699 -4.36073
O -4.34129 2.79853 -3.66460
S -4.21045 2.70350 -2.09801
O -5.23149 2.00052 -1.39864
O -3.87410 3.99850 -1.58897
O -2.92422 1.70282 -2.07652
H -1.83434 2.80389 -3.47067
H -1.60119 1.00242 -3.51422
H -3.91988 0.83285 -4.53349
H -3.25244 2.28173 -5.31597
C 3.43822 -0.73372 1.51360
C 4.67152 -0.19669 2.08914
O 5.16728 -1.27707 2.95876
S 4.91851 -2.67052 2.24294
O 4.56532 -3.58085 3.24878
O 5.94015 -2.95731 1.27432
O 3.57965 -2.16483 1.50536
H 3.28007 -0.38945 0.49220
H 2.55744 -0.43482 2.08136
H 4.56527 0.62524 2.84148
H 5.42319 0.06871 1.27469
C -1.67192 -1.46512 1.10063
C -2.16395 -0.39710 0.10825
O -1.10482 -0.19278 -0.79827
S 0.32978 -0.42350 -0.02607
O 0.66268 0.67929 0.76322
O 1.19606 -0.84615 -1.07431
O -0.22359 -1.63568 0.83902
H -2.10302 -2.39770 0.84593
H -1.93118 -1.20110 2.12836
H -2.41722 0.54488 0.62530
H -3.00254 -0.75910 -0.48111
*
```